1.
{"formula": "C2H3NO", "method": "wB97M-V/def2-TZVPD", "species": ["C", "N", "C", "O", "H", "H", "H"], "positions_angstrom": [[0.12758, -0.45936, -0.06855], [1.41787, 0.12122, 0.14154], [2.69491, -0.10845, 0.04902], [3.91138, -0.21398, -0.10405], [-0.80642, 0.14252, -0.03076], [-0.04023, -1.19637, 0.79812], [0.25840, -0.88605, -0.95946]], "orbital_gap_ev": 10.9, "homo_energy_ev": -10.18, "smiles": "CN=C=O", "total_charge": 0, "energy_ev": -5658.7599}

=====

2.
{"formula": "C20H27IrN5O3", "method": "wB97M-V/def2-TZVPD", "species": ["N", "C", "C", "H", "H", "H", "N", "C", "C", "H", "H", "H", "N", "C", "C", "H", "H", "H", "Ir", "C", "O", "C", "O", "C", "C", "C", "C", "C", "C", "H", "H", "H", "H", "H", "H", "C", "N", "C", "C", "C", "N", "C", "C", "O", "H", "H", "H", "H", "H", "H", "H", "H", "H", "H", "H", "H"], "positions_angstrom": [[1.70601, -0.24538, 1.45098], [2.55741, -0.30682, 2.23197], [3.63653, -0.38343, 3.22275], [4.54927, 0.03401, 2.79934], [3.80691, -1.42373, 3.49722], [3.35697, 0.18398, 4.10979], [-1.80564, -1.32547, 0.24142], [-2.77035, -1.94488, 0.39796], [-3.99391, -2.72910, 0.59748], [-3.73977, -3.70005, 1.02074], [-4.49583, -2.87050, -0.35902], [-4.65813, -2.19909, 1.27947], [0.45222, 0.82568, -2.04681], [0.65670, 1.31751, -3.07381], [0.91540, 1.94217, -4.37544], [0.07700, 2.58423, -4.64351], [1.03701, 1.16933, -5.13350], [1.82447, 2.53953, -4.31763], [0.00000, 0.00000, 0.00000], [-1.73858, 1.19736, -0.58980], [-2.64061, 1.82868, -0.88630], [-0.81201, 0.40623, 1.99491], [-1.23569, 0.63104, 3.02941], [1.74610, -3.16261, -0.09909], [2.54199, -2.40106, -0.91013], [2.10590, -2.03322, -2.12036], [0.86284, -2.41525, -2.54529], [0.08484, -3.16055, -1.75176], [0.53052, -3.53706, -0.51444], [2.09804, -3.48511, 0.86860], [3.53222, -2.11245, -0.59322], [2.75087, -1.45310, -2.76199], [0.51040, -2.14149, -3.52757], [-0.88390, -3.47744, -2.10594], [-0.08029, -4.15591, 0.12443], [2.68806, 3.49169, 0.04597], [1.44720, 3.94620, 0.65109], [1.37290, 5.36885, 0.99302], [-0.03657, 5.82460, 1.32766], [-0.58636, 4.81276, 2.27483], [-0.72496, 3.52955, 1.57952], [-2.07508, 3.00185, 1.81774], [0.40594, 3.05152, 0.85650], [0.60776, 1.90347, 0.35168], [3.14310, 2.69764, 0.67805], [3.42346, 4.31874, -0.04748], [2.48912, 3.09081, -0.97118], [2.05306, 5.55461, 1.85333], [1.70594, 5.99628, 0.13845], [-0.68580, 5.85163, 0.42365], [-0.00845, 6.84041, 1.77999], [-1.55337, 5.19200, 2.68610], [0.09942, 4.70005, 3.14428], [-2.25843, 2.92628, 2.91212], [-2.82457, 3.71328, 1.40486], [-2.37565, 2.05498, 1.43063]], "s2": 8.785, "orbital_gap_ev": [8.3, 3.6], "spin_multiplicity": 6, "homo_energy_ev": [-20.48, -20.12], "total_charge": 4, "energy_ev": -37560.0858}

=====

3.
{"formula": "C4H40O16", "method": "wB97M-V/def2-TZVPD", "species": ["C", "C", "C", "C", "O", "H", "H", "H", "H", "H", "H", "H", "H", "H", "H", "H", "H", "O", "H", "H", "O", "H", "H", "O", "H", "H", "O", "H", "H", "O", "H", "H", "O", "H", "H", "O", "H", "H", "O", "H", "H", "O", "H", "H", "O", "H", "H", "O", "H", "H", "O", "H", "H", "O", "H", "H", "O", "H", "H", "O"], "positions_angstrom": [[0.57137, -1.72429, -1.10016], [-0.62512, -1.58897, -0.16523], [-0.95908, -0.15259, 0.25433], [-1.11367, -0.05900, 1.75187], [-2.05165, 0.30426, -0.56579], [0.49565, -1.11766, -1.97763], [0.52619, -2.71367, -1.56009], [1.47538, -1.46777, -0.59982], [-1.38609, -2.06271, -0.75439], [-0.49526, -2.24224, 0.68891], [-0.03430, 0.39943, 0.12160], [-0.14425, -0.36081, 2.16785], [-1.42524, 0.85967, 2.26574], [-1.61270, -0.97110, 2.10059], [-1.79357, 0.98979, -1.18497], [2.69917, 0.38352, -3.08757], [3.96253, -0.01093, -3.59637], [3.52815, -0.07122, -2.72281], [0.53653, -2.48619, 2.63855], [1.47845, -3.11287, 1.74837], [1.45663, -2.74845, 2.66447], [-5.04557, -1.86465, 1.66072], [-3.54966, -1.69347, 1.58731], [-4.20629, -1.76817, 2.21650], [-0.34195, 2.85365, -2.36121], [-1.48362, 2.16281, -3.36398], [-1.18272, 2.37550, -2.39936], [-3.10122, -2.44538, -3.24414], [-2.44309, -1.78166, -2.15091], [-2.23982, -2.33617, -2.87610], [3.48306, 0.14694, 2.10728], [3.07708, 1.04749, 3.17618], [2.75909, 0.79833, 2.34426], [-1.74373, -2.35547, 4.21345], [-3.04975, -2.45020, 3.38867], [-2.08909, -2.51965, 3.39654], [-1.25058, 2.76024, 4.37066], [-2.45832, 2.66827, 3.44258], [-1.84019, 3.33240, 3.81434], [-5.37468, 0.72915, 0.10070], [-3.77161, 0.61478, -0.07169], [-4.58420, 0.20077, 0.31701], [2.31663, 1.80645, -0.12921], [2.16525, 0.94882, -1.36512], [1.86048, 1.78766, -0.95737], [1.71976, 2.04485, -3.56091], [0.71790, 0.85930, -3.96545], [1.64765, 1.14466, -4.02654], [4.03455, -1.12286, -1.49217], [4.99873, -2.23672, -1.79540], [4.35089, -1.92805, -1.09006], [1.01956, 1.38134, 3.75661], [-0.13150, 0.75231, 4.36909], [0.30173, 1.51379, 4.36772], [-1.04231, -0.02335, -5.08712], [-1.38972, 0.00989, -3.60761], [-0.97129, 0.50043, -4.28859], [4.48158, 1.65713, -0.09092], [4.34290, 2.39298, -1.38460], [4.87704, 2.36962, -0.58305]], "orbital_gap_ev": 10.4, "homo_energy_ev": -10.57, "total_charge": 0, "energy_ev": -37555.9955}

=====

4.
{"formula": "CH7OP3S", "method": "wB97M-V/def2-TZVPD", "species": ["C", "P", "O", "P", "P", "S", "H", "H", "H", "H", "H", "H", "H"], "positions_angstrom": [[1.86508, 0.78300, -0.22591], [0.77970, 0.07374, 1.12945], [1.79306, -1.13689, 1.77058], [-0.84033, -1.05446, 0.22383], [-2.52122, 0.29352, -0.18446], [-2.86962, 0.28896, -2.12525], [1.32800, 1.49169, -0.85389], [2.25624, -0.04925, -0.81690], [2.66660, 1.31282, 0.28808], [1.90996, -1.76740, 1.06569], [-0.42804, -1.47709, -1.07875], [-3.62686, -0.34441, 0.44610], [-2.31256, 1.58577, 0.36141]], "orbital_gap_ev": 8.7, "homo_energy_ev": -8.55, "smiles": "CP(O)#[PH][PH2]=S", "total_charge": 0, "energy_ev": -41899.1346}

=====

5.
{"formula": "H9O4", "method": "wB97M-V/def2-TZVPD", "species": ["O", "H", "H", "H", "O", "H", "H", "O", "H", "H", "O", "H", "H"], "positions_angstrom": [[0.29670, 1.36771, -0.04737], [0.44450, 2.34951, -0.28576], [-0.95412, 0.49531, -0.30833], [0.77254, 1.07639, -0.82578], [1.89788, -0.70088, -1.50932], [1.92807, -0.39309, -2.45337], [2.98223, -0.75476, -1.49953], [-1.83549, -0.02414, -0.12662], [-2.36391, 0.60904, 0.49695], [-1.51313, -0.94316, 0.58433], [-0.54058, -0.84315, 1.78440], [-0.29331, 0.13374, 1.93161], [0.44909, -0.96924, 1.55115]], "orbital_gap_ev": 11.9, "homo_energy_ev": -15.86, "total_charge": 1, "energy_ev": -8327.5367}

=====

6.
{"formula": "C26H51IIrN2O4SSi3", "method": "wB97M-V/def2-TZVPD", "species": ["Ir", "C", "Si", "C", "C", "N", "C", "C", "C", "C", "C", "C", "N", "Si", "C", "C", "C", "H", "H", "H", "H", "H", "H", "H", "H", "H", "H", "H", "H", "H", "H", "H", "H", "H", "H", "H", "H", "H", "H", "O", "C", "I", "C", "H", "H", "C", "C", "C", "C", "O", "Si", "S", "O", "C", "C", "C", "C", "O", "C", "C", "C", "C", "H", "H", "H", "H", "H", "H", "H", "H", "H", "H", "H", "H", "H", "H", "H", "H", "H", "H", "H", "H", "H", "H", "H", "H", "H", "H", "H"], "positions_angstrom": [[-1.70634, 0.48607, -0.47052], [-0.32260, 2.63732, 1.49774], [-1.72905, 1.92946, 2.51223], [-1.05677, 1.58149, 4.23260], [-3.13293, 3.16598, 2.66210], [-2.30187, 0.55567, 1.56807], [-2.91493, -0.54689, 1.97203], [-3.24874, -0.83531, 3.32923], [-3.89222, -1.98564, 3.67016], [-4.24551, -2.92727, 2.66970], [-3.96006, -2.68069, 1.36076], [-3.29046, -1.48792, 0.95870], [-3.00272, -1.20254, -0.31394], [-3.61685, -2.06802, -1.72432], [-2.95814, -3.81728, -1.86716], [-5.49180, -1.99667, -1.67877], [-3.05650, -1.18919, -3.27272], [-0.07018, 3.65110, 1.82703], [-0.59306, 2.69348, 0.43565], [0.57362, 2.02080, 1.57460], [-0.35042, 2.36990, 4.50497], [-0.53075, 0.62460, 4.28264], [-1.84585, 1.57860, 4.98884], [-2.92842, 3.89615, 3.44989], [-4.07131, 2.65915, 2.90577], [-3.27626, 3.71877, 1.73029], [-2.97510, -0.11710, 4.09048], [-4.13770, -2.17936, 4.70588], [-4.74633, -3.84529, 2.94865], [-4.22321, -3.40040, 0.59614], [-3.36672, -4.50431, -1.12350], [-1.86979, -3.81796, -1.76218], [-3.20323, -4.20891, -2.85796], [-5.91154, -2.51579, -0.81467], [-5.90930, -2.44579, -2.58386], [-5.82229, -0.95580, -1.63266], [-1.98192, -1.30201, -3.41574], [-3.29882, -0.12445, -3.26216], [-3.54894, -1.63621, -4.14183], [-0.43246, 0.55316, -3.20496], [-1.00965, 0.92081, -2.31608], [-2.83095, 3.53065, -2.07710], [-3.29664, 1.88631, -0.79862], [-3.64496, 2.31575, 0.13391], [-4.12448, 1.36768, -1.27661], [2.87735, -2.98596, -1.10345], [2.94437, -1.98815, -2.25630], [4.27589, -2.11783, -2.98434], [1.77940, -2.20228, -3.21437], [2.88613, -0.63485, -1.78200], [2.28946, 0.08914, -0.46046], [0.32284, -0.63666, 0.02120], [3.25152, -0.36460, 0.76972], [3.37008, -0.12772, 2.17852], [3.53437, 1.36775, 2.43337], [2.15818, -0.67719, 2.92326], [4.62319, -0.87844, 2.61057], [2.24021, 1.69580, -0.64440], [2.56033, 2.71614, -1.60456], [2.69112, 2.16329, -3.01800], [3.88614, 3.32962, -1.16821], [1.43625, 3.73847, -1.53143], [3.03888, -3.99833, -1.47842], [1.90102, -2.94120, -0.61539], [3.64296, -2.75063, -0.36255], [4.37224, -3.11192, -3.42587], [5.09626, -1.95451, -2.28346], [4.34167, -1.37117, -3.77786], [1.78968, -3.22485, -3.59860], [1.84527, -1.50719, -4.05428], [0.83672, -2.02615, -2.69163], [2.71559, 1.91907, 1.96808], [4.47161, 1.71800, 1.99635], [3.53448, 1.57032, 3.50603], [1.27212, -0.06985, 2.73673], [2.35741, -0.69442, 3.99744], [1.94716, -1.69333, 2.58799], [5.47460, -0.54767, 2.01392], [4.49005, -1.95150, 2.46182], [4.83238, -0.69332, 3.66591], [3.49598, 1.43090, -3.06773], [2.90283, 2.98059, -3.70951], [1.76744, 1.67439, -3.32890], [4.67200, 2.57238, -1.20506], [3.81163, 3.70716, -0.14677], [4.15921, 4.15517, -1.82956], [0.48223, 3.26324, -1.77056], [1.60807, 4.54829, -2.24362], [1.36784, 4.15793, -0.52632]], "s2": 0.859, "orbital_gap_ev": [5.6, 6.4], "spin_multiplicity": 2, "homo_energy_ev": [-7.17, -7.88], "total_charge": 0, "energy_ev": -84375.4134}